Here is the molecule C4H6FNO from the OMol25 dataset. Energies are from ωB97M-V with the def2-TZVPD basis set.

XYZ file:
```
13
Properties=species:S:1:pos:R:3:forces:R:3
F 0.266812 -0.032742 1.864713 -0.3 -0.3 -1.2
O -2.427986 0.301429 0.976333 -0.5 0.5 -1.0
N -1.424213 -2.805615 0.107473 0.3 -1.8 0.2
C -1.472596 -1.671696 0.126334 -0.6 0.2 -0.8
C 0.105464 0.317829 0.500465 -2.0 0.9 -0.2
C -1.584832 -0.265584 0.031128 3.0 3.2 -0.3
C 1.329157 -0.173352 -0.311435 -1.3 -1.4 0.6
H -2.337066 -0.152416 1.802482 0.2 -0.4 0.8
H -1.875309 0.159709 -1.028984 0.8 -1.1 2.1
H 1.128145 -1.302127 -0.637494 1.1 2.3 1.2
H 2.253274 0.151945 0.221929 -0.6 -1.3 0.1
H -0.100685 1.443366 0.564036 0.6 -1.5 -0.5
H 1.469143 0.365233 -1.215258 -0.6 0.6 -1.1
```
Forces are in eV/Å.

Calculated values
relative energy (zero: lowest compared OMol25 entry of this formula, charge and spin) = 44.0 kcal per mole
net charge = 0
SMILES = C[C@H](F)[C@H](O)C#N
E_LUMO = 0.74 eV

***

Here is a structure of composition C21H31CrF5P2 from the OMol25 dataset. Energies are from ωB97M-V with the def2-TZVPD basis set.

XYZ file:
```
60
Properties=species:S:1:pos:R:3:forces:R:3
Cr 1.216140 -0.643746 1.483498 -0.1 0.1 -0.6
P -1.013369 -0.290033 -2.539579 -0.2 -0.1 -0.4
P -2.226800 2.287993 0.452225 -0.1 0.3 0.2
F 6.527993 -1.482137 1.080818 0.1 -0.2 0.0
F 4.267213 -0.006112 0.973765 0.1 -0.2 0.1
F 1.678660 -3.935330 1.698479 0.1 0.0 0.0
F 3.943979 -5.402435 1.781344 0.2 0.1 -0.1
F 6.407018 -4.206092 1.493645 -0.2 0.1 0.0
C 0.607189 2.023945 0.672168 -0.6 0.8 -0.4
C 0.031865 -1.087314 -1.330450 1.3 0.2 2.4
C -0.066198 0.710118 -3.710786 0.0 0.1 -0.3
C -1.741410 -1.645411 -3.499986 -0.5 0.2 -0.4
C -3.722843 1.522240 1.124217 -0.4 0.1 0.0
C 5.338433 -2.094429 1.234148 -0.6 0.4 0.0
C 4.032869 -4.069143 1.590458 -0.7 0.1 0.1
C -2.362727 2.159184 -1.387082 -0.2 0.0 -0.5
C -2.476426 0.779288 -2.127465 -0.4 0.3 -0.1
C 5.279077 -3.471440 1.440375 -0.3 0.3 0.0
C 0.691875 1.326573 -0.695509 0.2 0.5 -0.5
C 2.869388 -3.286338 1.557638 1.2 0.5 0.0
C 1.075359 -0.116296 -0.737237 0.6 -0.9 0.1
C -0.858295 0.220084 1.623409 0.7 0.2 0.9
C 4.151244 -1.348719 1.201581 0.2 -1.1 0.2
C -2.345106 4.055621 0.840814 -0.5 0.3 -0.4
C 1.550202 -0.703038 3.477944 -0.1 0.1 0.8
C -0.745790 -1.727231 -0.133836 -0.7 -0.1 -0.8
C -1.548560 -0.642203 0.617580 -0.7 -0.2 0.0
C -0.777246 1.736751 1.337944 1.8 -2.0 0.4
C 2.899838 -1.907686 1.403971 0.3 -0.3 -0.8
H -2.866923 1.019523 -3.132171 0.1 0.0 0.2
H -4.553800 2.232970 1.019411 0.2 -0.1 0.0
H 2.080123 -0.277166 -1.153010 -0.4 0.1 -0.2
H 0.942365 0.303720 -3.852355 -0.2 0.1 0.2
H -0.595902 0.678395 -4.673066 0.1 0.0 0.2
H -0.037919 -2.257961 0.543767 -0.3 0.3 -0.6
H -2.025715 -1.266409 -4.490994 -0.1 -0.2 0.2
H -3.379068 4.402696 0.713477 0.3 0.1 0.0
H -2.633810 -2.035339 -2.990214 0.3 0.0 -0.1
H 0.010489 1.760092 -3.388842 0.0 -0.5 0.0
H 0.561623 -1.878208 -1.876257 -0.2 0.1 -0.2
H -1.012535 -2.456566 -3.623981 -0.2 0.3 0.1
H -3.581484 1.302330 2.190309 0.1 0.0 -0.3
H -3.310873 2.685071 -1.599394 0.2 -0.1 0.1
H 0.804681 -0.113503 4.033433 0.2 -0.1 0.3
H -2.045176 4.212081 1.886650 -0.1 -0.1 -0.4
H -0.312937 1.407194 -1.129347 0.2 0.3 0.0
H -1.168700 0.012284 2.656077 -0.2 0.2 -0.3
H -1.449773 -2.486528 -0.505600 -0.1 -0.1 0.1
H -1.682464 4.638851 0.186469 -0.1 -0.2 0.2
H -3.246113 0.140474 -1.663103 0.3 0.2 -0.1
H 1.338272 1.909760 -1.375041 -0.1 0.2 0.3
H -1.579065 2.792563 -1.836753 -0.2 -0.3 0.2
H -2.450494 -1.091442 1.070100 0.2 -0.2 -0.2
H 0.740067 3.104599 0.526511 0.1 0.1 0.0
H -1.934137 0.025305 -0.159276 -0.2 -0.3 -0.1
H 1.427916 1.676917 1.339330 -0.6 0.2 -0.2
H -3.996561 0.592603 0.602724 0.3 0.3 0.2
H -0.808339 2.275506 2.293167 -0.2 0.1 -0.1
H 2.564642 -0.310471 3.658378 -0.2 -0.1 0.3
H 1.518037 -1.756009 3.805507 0.0 0.3 0.2
```
Forces are in eV/Å.

Calculated values
net charge = 0
expectation value of S² = 6.03
E_LUMO (alpha / beta) = -0.55 / -0.55 eV
2S+1 = 5

***

Here is a cluster of 3 separate species, C5H10N5 in total from the OMol25 dataset. Energies are from ωB97M-V with the def2-TZVPD basis set.

XYZ file:
```
20
Properties=species:S:1:pos:R:3:forces:R:3
N -2.025025 -1.683083 0.459951 1.3 -1.0 -0.6
N 2.604404 -0.370017 0.771977 0.2 -0.1 0.9
N 4.124723 0.241809 2.590711 -1.1 -0.7 -2.0
N -1.082599 3.172743 -3.769840 -0.5 0.6 0.0
N -1.679009 -2.587202 -0.519164 -0.8 0.5 -0.3
C 3.398928 0.055689 1.641139 0.1 -0.4 2.2
C -1.183218 0.030933 1.923329 5.7 1.9 -0.6
C -0.964453 -1.036796 0.914051 -0.7 1.7 0.8
C 0.054599 -1.498960 0.085091 -1.0 0.1 0.4
C -0.412188 -2.473718 -0.794017 1.7 -1.0 -0.7
H -2.985024 -1.611918 0.765431 0.0 -0.1 0.0
H -0.759796 2.278589 -4.043280 0.3 -1.3 -0.2
H -2.008711 3.252101 -4.219939 0.9 0.4 0.2
H -0.387021 3.794234 -4.187329 -0.7 0.2 0.0
H 2.642984 0.014855 -0.135298 0.1 0.7 -1.0
H -0.929683 1.113978 1.476560 -0.5 -2.5 0.9
H -0.486935 -0.147121 2.823275 -1.1 0.4 -1.3
H -2.142592 0.009167 2.211991 -3.5 0.0 1.2
H 4.110371 0.501948 3.565995 -0.1 0.4 -0.5
H 0.110247 -3.057232 -1.560635 -0.5 0.3 0.5
```
Forces are in eV/Å.

Calculated values
relative energy (zero: lowest compared OMol25 entry of this formula, charge and spin) = 144.1 kcal per mole
net charge = +1
E_LUMO (alpha / beta) = -7.80 / -7.52 eV